(1)
This record from the OMol25 dataset describes a molecular structure, C37H21Cl2N8O4S2Sc. The level of theory is the ωB97M-V functional and the def2-TZVPD basis.

Positions of all 75 atoms, in Å:
Sc1 -0.75 0.27 -0.59
Cl1 1.49 5.18 -5.15
C1 0.44 4.20 -4.32
C2 1.00 2.99 -3.71
C3 0.15 2.14 -2.96
N1 0.58 1.06 -2.22
C4 1.52 0.26 -2.84
O1 2.44 0.50 -3.63
C5 1.24 -1.22 -2.63
C6 1.79 -2.14 -3.58
C7 1.26 -3.41 -3.69
C8 0.24 -3.80 -2.79
C9 -0.18 -2.85 -1.82
N2 0.31 -1.55 -1.74
C10 -1.22 2.53 -2.78
C11 -1.75 3.65 -3.44
C12 -0.94 4.44 -4.22
Cl2 -1.64 5.81 -5.02
N3 -1.95 1.74 -1.87
C13 -3.33 1.76 -1.73
O2 -4.15 2.61 -2.13
C14 -3.81 0.64 -0.90
C15 -5.09 0.62 -0.34
C16 -5.51 -0.51 0.39
C17 -4.64 -1.60 0.55
C18 -3.40 -1.49 -0.09
N4 -2.88 -0.35 -0.63
H1 2.02 2.82 -3.85
H2 2.59 -1.72 -4.22
H3 1.64 -4.09 -4.50
H4 -0.41 -4.67 -2.86
H5 -0.91 -3.23 -1.09
H6 -2.81 3.85 -3.28
H7 -5.75 1.45 -0.56
H8 -6.46 -0.44 1.01
H9 -4.87 -2.60 1.00
H10 -2.73 -2.36 -0.08
S1 -1.36 2.67 6.61
N5 -1.18 3.55 5.22
C19 -1.02 2.66 4.24
C20 -0.69 2.93 2.87
C21 -0.47 4.27 2.48
C22 -0.05 4.42 1.17
C23 -0.14 3.35 0.30
N6 -0.48 2.08 0.64
C24 -0.67 1.83 1.99
C25 -0.86 0.47 2.41
N7 -0.59 -0.55 1.52
C26 -0.58 -1.85 2.01
C27 -1.00 -2.20 3.30
C28 -1.22 -1.21 4.23
C29 -1.10 0.16 3.77
C30 -1.18 1.26 4.67
N8 -1.24 1.16 6.00
H11 -0.52 5.09 3.22
H12 0.32 5.38 0.86
H13 0.07 3.54 -0.74
H14 -0.32 -2.61 1.26
H15 -1.00 -3.27 3.61
H16 -1.42 -1.38 5.27
O3 5.04 -5.45 2.42
C31 5.23 -4.77 1.24
O4 6.05 -5.12 0.40
C32 4.51 -3.49 1.02
C33 3.86 -2.83 2.08
C34 3.32 -1.62 1.88
C35 3.40 -1.00 0.59
S2 2.67 0.54 0.47
C36 4.12 -1.61 -0.49
C37 4.68 -2.86 -0.24
H17 4.18 -5.25 2.80
H18 3.80 -3.29 3.05
H19 2.89 -1.01 2.67
H20 4.25 -1.07 -1.43
H21 5.22 -3.41 -1.05

## Properties
lowest unoccupied orbital energy (spin up / spin down): -2.046 / -2.046 eV
highest occupied orbital energy (spin up / spin down): -6.455 / -6.454 eV
multiplicity: 1
total charge: 0



(2)
This record from the OMol25 dataset describes a molecular structure, C37H22ClFeN9O4S2. The level of theory is the ωB97M-V functional and the def2-TZVPD basis.

Positions of all 76 atoms, in Å:
Fe1 0.46 0.73 0.20
Cl1 -3.88 5.26 3.89
C1 -2.89 3.96 3.27
C2 -3.25 2.63 3.54
C3 -2.50 1.60 3.06
C4 -1.35 1.83 2.26
O1 -0.67 0.82 1.82
C5 -1.00 3.18 2.00
C6 0.14 3.56 1.21
N1 0.82 2.78 0.44
C7 1.92 3.29 -0.28
C8 2.07 4.59 -0.69
C9 3.24 4.99 -1.38
C10 4.23 4.10 -1.65
C11 4.09 2.75 -1.27
C12 5.08 1.76 -1.52
C13 4.86 0.47 -1.12
C14 3.63 0.15 -0.52
N2 2.69 1.03 -0.29
C15 2.92 2.34 -0.62
C16 -1.77 4.23 2.54
H1 -4.14 2.44 4.14
H2 -2.76 0.57 3.27
H3 0.42 4.61 1.28
H4 1.30 5.33 -0.49
H5 3.33 6.03 -1.69
H6 5.13 4.41 -2.17
H7 5.99 2.04 -2.02
H8 5.59 -0.30 -1.29
H9 3.41 -0.88 -0.24
H10 -1.49 5.26 2.35
S1 -7.12 2.28 0.96
N3 -5.95 3.09 0.20
C17 -4.95 2.25 0.01
C18 -3.69 2.56 -0.62
C19 -3.41 3.82 -1.16
C20 -2.19 4.03 -1.75
C21 -1.26 2.99 -1.73
N4 -1.49 1.80 -1.20
C22 -2.70 1.56 -0.68
C23 -2.99 0.20 -0.18
N5 -2.02 -0.71 -0.32
C24 -2.27 -1.95 0.06
C25 -3.49 -2.36 0.62
C26 -4.47 -1.42 0.80
C27 -4.23 -0.11 0.38
C28 -5.22 0.95 0.51
N6 -6.41 0.83 1.07
H11 -4.17 4.59 -1.11
H12 -1.94 4.97 -2.21
H13 -0.28 3.13 -2.17
H14 -1.48 -2.68 -0.08
H15 -3.63 -3.39 0.91
H16 -5.43 -1.67 1.23
O2 2.49 -6.40 -4.05
S2 2.87 -7.57 -3.28
O3 1.93 -8.67 -3.34
O4 4.27 -7.93 -3.35
C29 2.69 -7.02 -1.55
N7 3.00 -7.89 -0.58
C30 2.87 -7.46 0.66
C31 2.45 -6.18 0.99
C32 2.15 -5.36 -0.09
N8 2.27 -5.78 -1.34
C33 1.69 -3.95 0.03
C34 1.41 -3.33 1.25
C35 1.01 -2.01 1.26
N9 0.88 -1.29 0.14
C36 1.14 -1.89 -1.03
C37 1.54 -3.20 -1.13
H17 3.13 -8.17 1.44
H18 2.37 -5.86 2.02
H19 1.50 -3.86 2.19
H20 0.77 -1.50 2.18
H21 0.99 -1.28 -1.92
H22 1.73 -3.67 -2.09

## Properties
lowest unoccupied orbital energy (spin up / spin down): -1.723 / -1.747 eV
highest occupied orbital energy (spin up / spin down): -7.146 / -7.146 eV
multiplicity: 5
total charge: 0
⟨S²⟩: 6.010